78
Properties=species:S:1:pos:R:3 method="wB97M-V/def2-TZVPD" total_charge=0 homo_ev=-8.104
Ta -0.756 0.768 -0.451
C -1.271 -1.562 3.096
O -0.869 -2.813 2.591
C -1.043 -3.122 1.275
C -0.901 -4.469 0.983
C -1.026 -4.956 -0.313
C -1.317 -4.085 -1.333
C -1.454 -2.710 -1.083
C -1.805 -1.856 -2.172
N -1.726 -0.570 -2.127
N -2.203 0.160 -3.143
C -2.341 1.417 -2.800
O -2.079 1.802 -1.608
C -2.817 2.376 -3.802
C -3.184 3.651 -3.380
C -3.549 4.607 -4.306
C -3.537 4.298 -5.657
C -3.198 3.020 -6.080
C -2.840 2.056 -5.158
C -1.317 -2.189 0.238
O -1.462 -0.911 0.468
H -1.188 -1.653 4.178
H -2.305 -1.340 2.827
H -0.626 -0.756 2.741
H -0.677 -5.137 1.800
H -0.904 -6.013 -0.506
H -1.428 -4.447 -2.345
H -2.218 -2.311 -3.072
H -3.168 3.874 -2.324
H -3.825 5.598 -3.975
H -3.785 5.060 -6.383
H -3.199 2.789 -7.136
H -2.563 1.061 -5.462
C -3.987 2.453 2.120
C -3.430 2.783 3.343
C -2.079 2.586 3.546
C -1.273 2.038 2.543
C -1.817 1.718 1.290
C -3.180 1.935 1.118
C 0.149 1.763 2.798
C 0.658 1.734 4.122
C 1.977 1.473 4.338
C 2.829 1.243 3.241
C 4.203 0.980 3.388
C 4.987 0.772 2.289
C 4.425 0.836 1.006
C 3.092 1.091 0.829
C 2.246 1.278 1.943
N 0.927 1.518 1.758
H -5.043 2.605 1.945
H -4.039 3.201 4.132
H -1.651 2.882 4.491
H -3.643 1.699 0.168
H 0.003 1.893 4.961
H 2.382 1.454 5.340
H 4.618 0.931 4.384
H 6.040 0.569 2.403
H 5.058 0.681 0.145
H 2.661 1.134 -0.156
C 4.242 -2.335 -1.788
Si 2.976 -2.872 -0.459
C 2.390 -4.656 -0.817
C 3.748 -2.854 1.288
C 1.670 -1.556 -0.498
C 0.933 -0.588 -0.511
H 5.078 -3.026 -1.860
H 4.640 -1.348 -1.570
H 3.769 -2.279 -2.765
H 3.226 -5.328 -0.993
H 1.747 -4.701 -1.689
H 1.827 -5.048 0.024
H 4.533 -3.597 1.393
H 2.989 -3.063 2.037
H 4.172 -1.882 1.524
F -0.155 3.428 -1.144
C 0.617 2.285 -1.304
F 0.403 1.887 -2.634
H 1.657 2.651 -1.300